1.
A molecular structure, C4H11CsNO, computed with ωB97M-V/def2-TZVPD.

Structure (XYZ):
```
18
Properties=species:S:1:pos:R:3
Cs 0.071 -4.464 -0.527
C 1.773 0.484 -0.630
C 0.863 -0.557 0.012
C -0.219 0.075 0.898
O -0.873 1.010 0.080
C -2.052 1.526 0.668
N 0.167 -1.374 -1.006
H 2.614 -0.032 -1.106
H 2.207 1.111 0.153
H 1.322 1.106 -1.397
H 1.446 -1.229 0.646
H 0.233 0.552 1.775
H -0.870 -0.716 1.289
H -1.869 1.933 1.666
H -2.869 0.803 0.638
H -2.366 2.394 0.081
H -0.443 -0.841 -1.616
H 0.865 -1.781 -1.623
```

Calculated values
- Charge: +1
- HOMO level: -12.7 eV

---

2.
A molecular structure, C4H11FN3O2P3, computed with ωB97M-V/def2-TZVPD.

Structure (XYZ):
```
24
Properties=species:S:1:pos:R:3
C -2.188 2.898 0.227
C 3.572 -0.715 0.245
C -1.328 1.812 0.906
C 2.885 -1.461 -0.851
N -3.530 -2.325 -0.141
N 0.316 -0.195 -1.383
N -0.765 -2.329 0.069
O -1.778 0.504 0.482
O 1.708 -2.089 -0.385
F 0.698 -0.751 1.327
P -2.173 -1.706 -0.399
P -1.793 0.312 -1.151
P 0.428 -1.273 -0.220
H -2.998 2.391 -0.227
H -2.711 3.595 0.942
H -1.422 3.564 -0.266
H 2.733 0.020 0.742
H 3.927 -1.385 0.996
H 4.370 -0.025 -0.061
H -1.317 1.766 1.944
H -0.372 1.998 0.568
H 3.461 -2.161 -1.314
H 2.693 -0.616 -1.642
H -4.417 -1.827 -0.410
```

Calculated values
- Charge: 0
- HOMO level: -9.3 eV

---

3.
A molecular structure, C4H11IN2, computed with ωB97M-V/def2-TZVPD.

Structure (XYZ):
```
18
Properties=species:S:1:pos:R:3
C -1.305 -0.092 -0.154
C 0.641 -1.018 1.347
C -0.450 -0.915 -1.070
C 1.009 0.825 -0.170
N -1.654 1.913 -0.200
N 0.130 -0.302 0.167
I -3.424 2.477 0.529
H -2.242 -0.373 0.405
H 0.180 -1.930 1.548
H 1.642 -1.172 1.162
H 0.273 -0.521 2.167
H 0.003 -0.415 -2.069
H -0.587 -1.903 -1.078
H -1.675 0.852 -0.930
H 1.857 0.599 -0.726
H 0.597 1.637 -0.681
H 1.383 1.377 0.684
H -1.098 2.572 -0.715
```

Calculated values
- Charge: +2
- HOMO level (alpha / beta): -17.9 / -17.9 eV

---

4.
2 unconnected molecules or ions with the total composition C4H11N2, computed with ωB97M-V/def2-TZVPD.

Structure (XYZ):
```
17
Properties=species:S:1:pos:R:3
C 1.722 -0.501 -2.193
C 2.152 -0.402 -0.741
C 0.522 -0.897 1.096
N 1.263 -1.207 0.084
H 1.656 -1.526 -2.552
H 0.700 -0.026 -2.305
H 2.395 0.107 -2.767
H 3.229 -0.708 -0.600
H 1.975 0.569 -0.335
H 0.022 -1.663 1.665
H 0.384 0.157 1.401
H 1.336 -2.217 -0.121
C -2.414 1.305 0.812
N -3.573 1.778 1.119
H -2.282 1.018 -0.236
H -1.520 1.166 1.484
H -3.626 2.099 2.097
```

Calculated values
- 2S+1: 2
- Charge: 0
- ⟨S²⟩: 0.75
- HOMO level (alpha / beta): -5.5 / -10.0 eV

---

5.
A gas-phase ion, C4H11N2 (charge +1), computed with ωB97M-V/def2-TZVPD.

Structure (XYZ):
```
17
Properties=species:S:1:pos:R:3
C 1.184 -1.154 1.523
C 1.043 -0.631 0.071
C -0.388 -0.906 -0.336
N -0.939 0.078 -1.257
C -1.302 1.312 -0.896
N -0.449 2.358 -0.786
H 1.004 -2.240 1.624
H 0.225 -0.720 1.977
H 2.071 -0.738 2.120
H 1.714 -1.179 -0.613
H 1.345 0.479 -0.008
H -0.982 -0.913 0.626
H -0.612 -2.001 -0.730
H -1.503 -0.305 -1.980
H -2.220 1.162 -0.332
H -0.709 3.152 -0.142
H 0.518 2.246 -0.861
```

Calculated values
- Structure (SMILES): CCCNC=[NH2+]
- Charge: +1
- HOMO level: -14.5 eV

---

6.
2 unconnected molecules or ions with the total composition C4H11N2, computed with ωB97M-V/def2-TZVPD.

Structure (XYZ):
```
17
Properties=species:S:1:pos:R:3
C -1.881 0.260 0.010
C -2.313 -1.118 0.362
C 1.250 1.429 0.269
C 0.602 0.334 -0.482
N -2.346 1.367 0.097
N 1.478 -0.954 -0.346
H -2.848 -1.337 -0.693
H -3.201 -1.058 0.901
H -1.695 -1.937 0.692
H 2.254 1.304 0.732
H 0.563 1.824 1.122
H 1.420 2.222 -0.343
H 0.592 0.363 -1.561
H -2.162 2.299 -0.327
H 1.178 -1.821 -0.815
H 1.505 -1.140 0.674
H 2.518 -0.818 -0.431
```

Calculated values
- Charge: +1
- HOMO level (alpha / beta): -12.0 / -12.0 eV

---

7.
2 unconnected molecules or ions with the total composition C4H11N2, computed with ωB97M-V/def2-TZVPD.

Structure (XYZ):
```
17
Properties=species:S:1:pos:R:3
C -0.582 -0.219 1.697
C -0.886 -1.088 0.517
C 1.716 -0.499 0.518
C 0.183 1.198 -1.368
N -1.080 0.994 -1.784
N 0.296 -0.240 0.521
H -1.016 0.745 1.697
H -0.335 -0.745 2.671
H -0.757 -2.116 0.758
H -1.818 -0.729 -0.103
H 2.114 -0.976 1.480
H 1.969 -1.096 -0.471
H 2.155 0.535 0.412
H 0.546 2.082 -0.947
H 0.802 0.550 -1.935
H -1.436 0.148 -2.282
H -1.871 1.455 -1.381
```

Calculated values
- Charge: +1
- HOMO level: -13.8 eV

---

We obtain energy above the lowest of the compared OMol25 structures with the same formula, charge and spin values of 41.8; 0.0; 431.8; 137.5; 311.5; 513.5; 392.5 kJ/mol for the records listed above, in that order.